Run i
Here is one molecule with the formula C4H3NO2 from OMol25. Energies are from ωB97M-V/def2-TZVPD.

The geometry in XYZ format:
```
10
Properties=species:S:1:pos:R:3
N 0.1035 -1.2901 -0.2261
O 0.0585 0.9806 -0.0702
H -2.0360 1.4119 -0.1426
C -2.0202 0.2052 -0.0595
C -0.5818 -0.2292 -0.1284
C 1.5135 -0.8531 0.1262
H 2.3900 -1.4771 0.3615
C 1.3842 0.6000 0.1890
H 2.2205 1.1015 -0.2293
O -3.0323 -0.4498 0.1794
```

Output
SMILES: O=Cc1ncco1
Total charge: 0
Frontier orbital gap in eV: 9.55
Spin multiplicity: 1

---

Run ii
Here is one molecule with the formula C4H3NO2 from OMol25. Energies are from ωB97M-V/def2-TZVPD.

The geometry in XYZ format:
```
10
Properties=species:S:1:pos:R:3
H 2.6594 0.8460 0.0194
C 0.0963 -1.2792 0.1001
H 0.4957 -2.2856 0.1898
C -0.9813 0.5345 -0.0718
N 2.3046 -0.1084 0.0812
O 0.2407 1.0247 -0.0698
C -1.2086 -0.8912 0.0283
H -2.7433 0.8952 -0.1542
O -1.9195 1.4220 -0.1685
C 1.0559 -0.1580 0.0456
```

Output
SMILES: [H]/N=C1/C=C=C(O)O1
Total charge: 0
Frontier orbital gap in eV: 7.92
Spin multiplicity: 1

---

run i has the most favorable energy; the next structure is 0.144 eV above.

---

Run i
Here is C4H3NO2 as an isolated structure from OMol25. Energies are from ωB97M-V/def2-TZVPD.

The geometry in XYZ format:
```
10
Properties=species:S:1:pos:R:3
H 2.3816 -1.0163 -0.2368
O 1.8647 0.7938 -1.0494
H -2.2729 1.1968 0.6198
H -1.6700 -0.8838 -1.1774
C 0.6276 -0.0788 0.8216
C -1.1395 -0.4675 -0.3416
N 0.0903 -0.9479 -0.0030
C -1.3900 0.6040 0.4455
C 1.7800 -0.0919 -0.2468
O -0.2717 0.8915 1.1681
```

Output
Total charge: 0
Frontier orbital gap in eV: 10.13
Spin multiplicity: 1

---

Run ii
Here is C4H3NO2 as an isolated structure from OMol25. Energies are from ωB97M-V/def2-TZVPD.

The geometry in XYZ format:
```
10
Properties=species:S:1:pos:R:3
H 0.3119 1.9634 0.0085
H -1.3698 -0.6013 1.5394
C 2.1180 -0.0627 -0.2607
O 0.0471 -1.2251 -0.4693
C -1.3611 -0.5634 0.1445
C 0.0718 1.0058 -0.1666
C 0.7548 -0.1850 -0.1759
O -1.2827 0.7956 -0.3812
H -2.5986 -1.1309 -0.2370
N 3.3085 0.0036 -0.0018
```

Output
Total charge: 0
Frontier orbital gap in eV: 9.22
Spin multiplicity: 1

---

Run iii
Here is one molecule with the formula C4H3NO2 from OMol25. Energies are from ωB97M-V/def2-TZVPD.

The geometry in XYZ format:
```
10
Properties=species:S:1:pos:R:3
H 0.7179 2.5165 0.3600
C -0.7499 -1.2709 -0.7177
N -0.0978 -1.5043 0.3507
H -0.4520 2.6138 -1.1485
H -1.3616 -1.9873 -1.2925
O 1.1583 -0.0441 1.6867
C 0.0885 2.0625 -0.3656
O -0.7864 0.0138 -1.2153
C -0.0228 0.7329 -0.3217
C 0.4851 -0.2529 0.7143
```

Output
SMILES: C=C1OC=NC1=O
Total charge: 0
Frontier orbital gap in eV: 9.63
Spin multiplicity: 1

---

run iii has the most favorable energy; the next structure is 1.971 eV above.

---

Run i
Here is one molecule with the formula C4H3NO2 from OMol25. Energies are from ωB97M-V/def2-TZVPD.

The geometry in XYZ format:
```
10
Properties=species:S:1:pos:R:3
H 2.1886 0.2133 0.9545
N 0.1263 -0.5455 -0.9450
H -2.4008 -0.9750 -0.4430
C 1.3872 -0.0645 -0.7532
H 2.2693 -0.3640 -1.2979
C -1.9931 -0.1941 0.2255
C 1.4452 0.7142 0.3562
C -0.5492 0.0290 0.0105
O 0.1598 0.7969 0.8459
O -2.6433 0.3939 1.0517
```

Output
SMILES: O=Cc1ncco1
Total charge: 0
Frontier orbital gap in eV: 9.28
Spin multiplicity: 1

---

Run ii
Here is one molecule with the formula C4H3NO2 from OMol25. Energies are from ωB97M-V/def2-TZVPD.

The geometry in XYZ format:
```
10
Properties=species:S:1:pos:R:3
H -0.2226 -2.1549 -0.4672
C -1.0810 -0.3569 -0.4023
C 1.0949 -0.8909 0.6102
C 0.8060 0.9331 0.2085
H -2.0143 -0.5054 -0.9154
O 0.6854 2.3114 0.5213
H 2.0748 -1.1809 0.3293
C -0.5192 0.8639 -0.0682
N -0.1180 -1.2581 -0.0177
O -0.7058 2.2386 0.2015
```

Output
SMILES: c1[nH]cc2ooc12
Total charge: 0
Frontier orbital gap (alpha / beta) in eV: 8.76 / 8.76
Spin multiplicity: 1

---

run i has the most favorable energy; the next structure is 6.478 eV above.